1.
# C41H99O30P6

A cluster of 8 separate species, C41H99O30P6 in total at a distorted geometry (ωB97M-V/def2-TZVPD, the Open Molecules 2025 dataset).

Its expectation value of S² is 0.750. The value obtained for the LUMO energy (alpha / beta) is 3.4 / 3.4 eV. The largest force on an atom comes out at 8.47 eV/Å. The multiplicity is 2. As for the total charge: -2. For the HOMO energy (alpha / beta), the calculation gives 2.221 / -2.212 eV. Its frontier orbital gap (alpha / beta) is 1.17 / 5.59 eV.

XYZ file:
```
176
Properties=species:S:1:pos:R:3:lowdin_charge:R:1
O -8.071 4.176 -24.341 0.09
C -8.186 5.428 -24.078 -0.91
O -7.507 5.944 -23.161 -0.04
O -9.002 6.218 -24.603 -0.04
H -7.619 3.946 -23.526 0.08
C -14.320 11.124 -26.169 -0.08
C -12.943 11.020 -25.576 -0.25
O -12.591 9.684 -26.002 -0.19
P -12.516 8.553 -24.813 0.53
O -11.543 8.617 -23.745 -0.18
O -14.089 8.388 -24.331 -0.21
C -14.375 8.633 -22.990 -0.31
C -15.655 7.860 -22.617 -0.07
O -12.272 7.139 -25.600 -0.21
C -11.988 5.849 -25.190 -0.30
C -13.323 5.185 -25.193 -0.08
H -14.783 12.054 -25.837 0.07
H -14.226 11.197 -27.252 0.08
H -14.934 10.284 -25.844 0.07
H -12.262 11.708 -26.077 0.11
H -12.918 11.181 -24.498 0.12
H -13.600 8.295 -22.301 0.11
H -14.408 9.703 -22.784 0.11
H -16.217 8.383 -21.843 0.06
H -16.212 7.777 -23.550 0.07
H -15.608 6.838 -22.242 0.07
H -11.327 5.331 -25.885 0.10
H -11.472 5.810 -24.231 0.12
H -14.001 5.681 -24.498 0.06
H -13.802 5.401 -26.148 0.08
H -13.347 4.103 -25.061 0.07
C -3.827 5.596 -19.887 -0.08
C -5.323 5.486 -20.009 -0.31
O -5.844 6.379 -19.099 -0.19
P -5.986 7.944 -19.477 0.50
O -6.468 8.142 -20.917 -0.22
O -6.923 8.392 -18.300 -0.16
C -7.503 9.624 -18.170 -0.28
C -7.081 10.166 -16.781 -0.08
O -4.519 8.531 -19.168 -0.21
C -3.759 8.375 -18.019 -0.29
C -2.764 9.540 -18.046 -0.07
H -3.350 4.841 -20.512 0.06
H -3.422 6.565 -20.176 0.07
H -3.669 5.288 -18.853 0.08
H -5.858 5.535 -20.957 0.11
H -5.502 4.469 -19.660 0.10
H -7.051 10.356 -18.839 0.12
H -8.586 9.708 -18.255 0.12
H -7.533 11.115 -16.494 0.07
H -7.150 9.479 -15.937 0.07
H -6.002 10.318 -16.747 0.05
H -4.417 8.204 -17.166 0.12
H -3.146 7.491 -18.188 0.09
H -2.354 9.748 -19.035 0.08
H -3.222 10.407 -17.569 0.06
H -1.910 9.355 -17.396 0.07
C -5.316 5.913 -27.713 -0.07
C -6.450 6.799 -27.326 -0.23
O -6.020 8.172 -27.100 -0.19
P -5.462 8.657 -25.696 0.48
O -6.535 8.545 -24.686 -0.18
O -4.212 7.711 -25.376 -0.24
C -3.545 7.602 -24.149 -0.26
C -3.604 6.092 -23.904 -0.05
O -4.752 10.158 -25.889 -0.19
C -3.972 10.448 -27.042 -0.30
C -2.464 10.304 -26.671 -0.06
H -5.572 4.857 -27.625 0.08
H -4.893 6.255 -28.657 0.08
H -4.459 6.105 -27.067 0.06
H -7.135 6.970 -28.157 0.11
H -7.047 6.487 -26.469 0.11
H -2.578 8.099 -24.071 0.11
H -4.274 8.041 -23.468 0.11
H -3.005 6.046 -22.994 0.06
H -4.644 5.781 -23.806 0.08
H -3.145 5.459 -24.664 0.07
H -4.334 9.843 -27.873 0.10
H -4.178 11.424 -27.481 0.10
H -2.307 9.307 -26.258 0.05
H -1.906 10.408 -27.601 0.07
H -2.341 11.052 -25.888 0.08
C -4.164 0.719 -16.807 -0.10
C -4.676 0.230 -18.173 -0.25
O -5.882 0.884 -18.636 -0.22
P -7.372 0.452 -18.271 0.45
O -7.467 0.377 -16.774 -0.26
O -8.250 1.493 -19.174 -0.18
C -7.961 2.830 -18.698 -0.24
C -8.315 3.856 -19.873 -0.05
O -7.540 -0.963 -18.985 -0.21
C -7.081 -1.400 -20.259 -0.29
C -8.305 -1.449 -21.019 -0.12
H -4.399 1.776 -16.681 0.08
H -4.724 0.179 -16.044 0.06
H -3.124 0.491 -16.575 0.06
H -3.861 0.499 -18.845 0.10
H -4.857 -0.844 -18.196 0.11
H -8.767 3.134 -18.030 0.11
H -6.978 2.962 -18.246 0.10
H -9.381 3.816 -20.099 0.07
H -8.204 4.878 -19.512 0.07
H -7.757 3.744 -20.803 0.06
H -6.411 -0.668 -20.709 0.10
H -6.487 -2.306 -20.133 0.11
H -8.640 -2.486 -21.037 0.07
H -9.164 -0.810 -20.813 0.09
H -8.121 -1.385 -22.091 0.06
C -5.863 1.447 -25.119 -0.10
C -5.654 1.296 -23.708 -0.32
O -4.239 1.243 -23.610 -0.19
P -3.815 1.150 -22.027 0.52
O -4.339 2.230 -21.159 -0.21
O -4.350 -0.336 -21.773 -0.21
C -3.777 -1.337 -22.553 -0.38
C -2.850 -2.084 -21.634 -0.27
O -2.196 1.008 -22.199 -0.19
C -1.481 2.146 -22.460 -0.32
C -0.051 1.920 -21.905 -0.15
H -6.900 1.622 -25.406 0.08
H -5.467 2.401 -25.470 0.08
H -5.420 0.661 -25.731 0.08
H -6.046 2.207 -23.254 0.11
H -6.184 0.461 -23.251 0.12
H -4.552 -1.881 -23.093 0.10
H -3.187 -0.944 -23.382 0.09
H -3.542 -2.310 -20.822 0.04
H -2.338 -2.943 -22.067 0.02
H -2.023 -1.530 -21.190 0.05
H -1.202 2.154 -23.514 0.11
H -1.860 3.088 -22.065 0.11
H -0.099 1.734 -20.833 0.05
H 0.479 1.083 -22.360 0.05
H 0.529 2.842 -21.946 0.06
C -10.353 -0.441 -23.644 -0.07
C -10.916 0.242 -24.900 -0.25
O -10.171 -0.238 -26.066 -0.20
P -10.935 -0.289 -27.538 0.44
O -10.266 -1.038 -28.553 -0.20
O -12.492 -0.565 -27.191 -0.20
C -13.390 -1.040 -28.188 -0.28
C -14.142 0.044 -28.936 -0.08
O -10.998 1.260 -27.954 -0.19
C -9.850 1.977 -28.272 -0.32
C -9.615 3.118 -27.330 -0.05
H -9.294 -0.186 -23.653 0.07
H -10.987 -0.125 -22.815 0.08
H -10.465 -1.520 -23.742 0.08
H -11.994 0.148 -25.032 0.10
H -10.684 1.306 -24.953 0.10
H -12.858 -1.656 -28.914 0.11
H -14.057 -1.694 -27.626 0.11
H -14.490 0.834 -28.271 0.08
H -13.499 0.432 -29.726 0.08
H -15.035 -0.282 -29.470 0.07
H -8.953 1.412 -28.522 0.12
H -10.151 2.406 -29.228 0.11
H -9.917 2.894 -26.307 0.07
H -8.557 3.379 -27.349 0.08
H -10.131 3.956 -27.799 0.07
C -9.529 13.327 -27.415 -0.09
C -9.191 12.196 -26.486 -0.22
O -9.230 11.027 -27.364 -0.01
C -9.359 9.754 -26.868 -0.50
O -9.337 9.452 -25.662 0.11
O -9.633 8.925 -27.919 -0.02
C -10.021 7.550 -27.605 -0.04
H -9.008 13.312 -28.372 0.08
H -9.277 14.166 -26.765 0.08
H -10.576 13.219 -27.697 0.07
H -9.879 12.222 -25.642 0.12
H -8.161 12.298 -26.144 0.12
H -9.701 7.131 -26.651 0.07
H -9.532 6.908 -28.337 0.07
H -11.089 7.399 -27.760 0.08
```

***

2.
# C42H102N10O6

A cluster of 10 separate species, C42H102N10O6 in total at a distorted geometry (ωB97M-V/def2-TZVPD, the Open Molecules 2025 dataset).

The value obtained for the LUMO energy is 0.0 eV. The largest force on an atom comes out at 2.32 eV/Å. For the energy relative to the best compared isomer or geometry (same formula, charge and spin), the calculation gives 61.3 kcal/mol. For the HOMO energy, the calculation gives -8.149 eV. Its frontier orbital gap is 8.14 eV.

XYZ file:
```
160
Properties=species:S:1:pos:R:3:lowdin_charge:R:1
C -1.755 -4.588 0.300 -0.09
C -2.950 -4.959 -0.569 -0.25
N -2.743 -4.757 -2.000 -0.19
C -2.359 -3.362 -2.258 -0.25
C -3.402 -2.362 -1.707 -0.07
C -1.805 -5.657 -2.636 -0.27
C -1.714 -5.521 -4.165 -0.09
H -1.636 -3.506 0.385 0.04
H -0.775 -4.997 0.061 0.07
H -1.986 -4.909 1.322 0.08
H -3.083 -6.040 -0.418 0.11
H -3.899 -4.573 -0.203 0.11
H -1.344 -3.145 -1.900 0.10
H -2.385 -3.290 -3.346 0.08
H -3.365 -2.250 -0.623 0.06
H -3.220 -1.361 -2.112 0.05
H -4.425 -2.572 -2.020 0.08
H -2.047 -6.688 -2.372 0.11
H -0.778 -5.464 -2.279 0.11
H -0.907 -4.849 -4.441 0.07
H -2.691 -5.202 -4.543 0.08
H -1.601 -6.489 -4.654 0.07
C 1.061 2.656 4.328 -0.08
C 0.465 3.007 5.704 -0.26
N 1.431 3.406 6.733 -0.17
C 2.426 2.355 6.984 -0.26
C 3.845 2.838 7.257 -0.07
C 0.675 3.732 7.942 -0.27
C 1.586 4.372 9.004 -0.09
H 1.778 1.831 4.327 0.04
H 1.746 3.457 4.037 0.08
H 0.208 2.380 3.713 0.07
H -0.244 3.827 5.575 0.11
H -0.147 2.172 6.083 0.10
H 2.030 1.591 7.668 0.12
H 2.525 1.780 6.059 0.07
H 3.947 3.470 8.141 0.05
H 4.536 2.014 7.438 0.07
H 4.177 3.447 6.417 0.08
H -0.007 2.952 8.307 0.11
H -0.021 4.550 7.713 0.11
H 2.136 3.603 9.551 0.06
H 0.991 4.947 9.715 0.07
H 2.318 5.024 8.538 0.07
C 2.234 -2.006 -2.108 -0.08
C 2.218 -0.834 -1.132 -0.25
N 0.920 -0.546 -0.538 -0.18
C -0.233 -0.181 -1.336 -0.24
C 0.076 0.927 -2.349 -0.07
C 0.567 -1.476 0.523 -0.25
C 0.054 -0.861 1.820 -0.07
H 1.951 -2.927 -1.595 0.07
H 3.256 -2.084 -2.493 0.07
H 1.614 -1.869 -2.997 0.06
H 2.940 -1.019 -0.339 0.09
H 2.547 0.069 -1.655 0.10
H -0.744 -1.010 -1.852 0.08
H -1.006 0.181 -0.650 0.12
H -0.016 1.951 -1.997 0.04
H 1.024 0.769 -2.863 0.07
H -0.677 0.794 -3.133 0.05
H 1.345 -2.223 0.698 0.11
H -0.232 -2.096 0.078 0.08
H 0.202 -1.510 2.688 0.06
H -1.022 -0.669 1.804 0.07
H 0.578 0.065 2.071 0.06
C -3.488 -4.156 -8.063 -0.10
C -3.511 -2.673 -8.363 -0.28
N -3.369 -1.838 -7.176 -0.18
C -2.026 -1.952 -6.577 -0.25
C -1.815 -1.175 -5.291 -0.10
C -3.664 -0.444 -7.527 -0.25
C -5.167 -0.184 -7.279 -0.08
H -3.755 -4.783 -8.915 0.07
H -4.209 -4.386 -7.275 0.08
H -2.527 -4.538 -7.704 0.06
H -2.936 -2.417 -9.262 0.12
H -4.562 -2.501 -8.622 0.11
H -1.262 -1.756 -7.342 0.12
H -1.950 -3.009 -6.299 0.09
H -2.682 -1.266 -4.632 0.07
H -1.592 -0.122 -5.481 0.06
H -0.979 -1.480 -4.655 0.06
H -3.065 0.232 -6.916 0.09
H -3.413 -0.123 -8.546 0.12
H -5.491 -0.218 -6.241 0.07
H -5.429 0.819 -7.632 0.07
H -5.792 -0.847 -7.877 0.06
C -1.986 -0.533 5.382 -0.08
N -1.335 -1.038 6.562 0.00
C 0.006 -1.314 6.557 -0.54
C 0.546 -1.862 7.869 0.01
O 0.738 -0.964 5.654 0.04
H -1.435 -0.770 4.472 0.06
H -2.012 0.562 5.415 0.08
H -3.017 -0.861 5.270 0.08
H -1.859 -1.635 7.180 0.12
H -0.267 -2.161 8.537 0.07
H 1.100 -1.141 8.465 0.08
H 1.135 -2.741 7.613 0.09
C 1.570 2.882 0.726 -0.06
N 2.803 3.589 0.470 0.02
C 4.025 3.031 0.526 -0.56
C 5.174 3.956 0.100 0.00
O 4.255 1.880 0.838 0.04
H 1.137 2.573 -0.229 0.06
H 0.812 3.423 1.292 0.08
H 1.774 1.963 1.273 0.07
H 2.682 4.521 0.120 0.12
H 5.739 3.453 -0.681 0.08
H 5.776 4.109 0.995 0.08
H 4.896 4.949 -0.253 0.07
C -4.140 2.254 -4.028 -0.08
N -4.348 3.678 -4.045 0.02
C -4.708 4.268 -5.218 -0.55
C -5.087 5.738 -5.238 0.00
O -4.712 3.639 -6.266 0.02
H -3.172 2.001 -3.575 0.07
H -4.069 1.738 -4.979 0.06
H -4.894 1.776 -3.396 0.09
H -4.322 4.187 -3.177 0.09
H -6.172 5.786 -5.185 0.08
H -4.719 6.202 -6.148 0.08
H -4.589 6.282 -4.430 0.07
C 5.913 -4.400 -1.354 -0.07
N 6.438 -4.187 -0.013 0.01
C 5.762 -3.905 1.106 -0.55
C 4.236 -3.705 0.992 0.00
O 6.312 -3.769 2.187 0.04
H 4.847 -4.609 -1.272 0.07
H 6.377 -5.209 -1.910 0.08
H 6.011 -3.459 -1.900 0.08
H 7.419 -4.353 0.164 0.14
H 3.803 -4.696 0.832 0.09
H 3.934 -3.018 0.202 0.05
H 3.788 -3.347 1.913 0.05
C -0.894 4.978 -2.844 -0.06
N -1.183 5.659 -1.588 0.03
C -2.422 5.972 -1.179 -0.55
C -2.531 6.862 0.019 0.00
O -3.427 5.579 -1.749 0.03
H -0.358 4.034 -2.802 0.06
H -0.433 5.632 -3.588 0.09
H -1.833 4.759 -3.359 0.07
H -0.326 6.023 -1.213 0.13
H -3.158 7.731 -0.197 0.09
H -1.602 7.271 0.419 0.07
H -3.092 6.421 0.845 0.09
C 3.317 -0.856 3.046 -0.10
N 4.623 -1.239 3.540 0.03
C 5.025 -1.329 4.836 -0.53
C 3.855 -1.206 5.808 -0.01
O 6.168 -1.636 5.124 0.04
H 3.366 -0.421 2.043 0.07
H 2.644 -0.184 3.576 0.06
H 2.737 -1.768 2.856 0.06
H 5.348 -1.146 2.848 0.14
H 3.107 -1.971 5.610 0.07
H 3.392 -0.233 5.624 0.05
H 4.009 -1.195 6.886 0.08
```